Entry 1:
# C10H7EuN2O5

A structure of composition C10H7EuN2O5 (the ωB97M-V functional and the def2-TZVPD basis, OMol25).

Properties
Spin multiplicity: 8
Total charge: +1
Energy relative to the best compared isomer or geometry (same formula, charge and spin): 0.000 eV

Element x y z (Å)
O  1.07495  0.37072  -6.19008
C  0.47877  0.15678  -5.24365
Eu  -0.34375  -1.22296  -1.34781
O  -2.27258  0.76133  -3.66631
C  -1.91122  0.04214  -2.83777
C  -2.63925  -1.59463  0.36419
O  -3.40499  -1.50068  1.20261
C  0.64660  -3.20492  0.00900
O  1.41763  -3.86935  0.56804
C  -1.60790  -3.28443  -2.33660
O  -1.87316  -4.13655  -3.05438
H  0.93852  -1.62697  -2.69904
N  1.35344  2.72583  3.41267
C  0.94811  1.90593  2.43715
C  0.59245  0.56155  2.79289
C  0.16645  -0.26205  1.74976
N  0.10223  0.19958  0.47037
C  0.44491  1.47989  0.13496
C  0.88077  2.39728  1.09095
H  1.39828  2.38004  4.36618
H  1.60580  3.69114  3.18955
H  0.65088  0.18951  3.83059
H  -0.14548  -1.31698  1.86569
H  0.34132  1.72144  -0.93934
H  1.15720  3.43636  0.83036

Population analysis type Löwdin, resulting atomic charges in e: O 0.040; C -0.022; Eu 0.906; O 0.090; C -0.064; C -0.020; O 0.104; C -0.045; O 0.105; C -0.090; O 0.109; H -0.208; N 0.139; C -0.296; C 0.013; C -0.153; N -0.194; C -0.134; C 0.011; H 0.124; H 0.131; H 0.126; H 0.090; H 0.109; H 0.128

=====

Entry 2:
# C21H15AsO3Ti

A structure of composition C21H15AsO3Ti (the ωB97M-V functional and the def2-TZVPD basis, OMol25).

Properties
E_tot: -112093.4417 eV
Spin multiplicity: 3
Total charge: +2

Element x y z (Å)
O  1.48779  -1.24967  -5.39246
C  1.34376  -0.82732  -4.34811
Ti  0.09108  0.05354  0.41160
C  -1.16874  1.53902  0.19672
C  1.87497  0.37871  1.17532
O  -2.08423  2.26156  0.26003
O  2.83574  0.23286  1.86272
C  -1.21829  -6.59412  -0.89593
C  -1.72781  -5.58003  -1.84286
C  -1.46291  -4.22620  -1.47145
C  -0.84341  -4.06076  -0.15440
C  -0.26898  -5.04138  0.70589
C  -0.54280  -6.38188  0.37249
As  -0.87820  -2.24560  0.68978
C  -2.81481  -2.10294  0.99871
C  -3.43925  -1.16977  0.10045
C  -4.86057  -1.15797  0.16201
C  -5.52706  -2.08355  1.06507
C  -4.79260  -3.03459  1.84746
C  -3.39257  -3.05592  1.84696
C  -0.10950  -2.55573  2.48085
C  -0.84326  -2.16156  3.58391
C  -0.22210  -2.43243  4.79747
C  1.17333  -2.86086  4.84800
C  1.94273  -2.98831  3.64298
C  1.29536  -2.77681  2.40860
H  -1.10198  -7.63509  -1.30314
H  -2.20555  -5.87760  -2.86029
H  -1.90732  -3.42160  -2.15280
H  0.19968  -4.82616  1.69663
H  -0.08962  -7.19351  1.02153
H  -2.95879  -0.43117  -0.63048
H  -5.48865  -0.41538  -0.42938
H  -6.66192  -1.99584  1.19647
H  -5.31962  -3.70223  2.52812
H  -2.81349  -3.76914  2.44492
H  -1.87573  -1.80231  3.54229
H  -0.68367  -2.11005  5.72121
H  1.76634  -2.73830  5.83003
H  3.07636  -3.10257  3.69319
H  1.91245  -2.92456  1.48854

Population analysis type natural (NBO), resulting atomic charges in e: O -0.447; C 0.453; Ti 1.209; C 0.379; C 0.389; O -0.254; O -0.261; C -0.166; C -0.185; C -0.241; C -0.262; C -0.248; C -0.192; As 0.762; C -0.201; C -0.311; C -0.184; C -0.173; C -0.169; C -0.272; C -0.310; C -0.258; C -0.165; C -0.160; C -0.194; C -0.296; H 0.245; H 0.269; H 0.249; H 0.245; H 0.259; H 0.212; H 0.253; H 0.260; H 0.247; H 0.251; H 0.255; H 0.246; H 0.263; H 0.257; H 0.246

=====

Entry 3:
# C2H9NSi

A cluster of 2 separate species, C2H9NSi in total (the ωB97M-V functional and the def2-TZVPD basis, OMol25).

Properties
Energy relative to the best compared isomer or geometry (same formula, charge and spin): 4.299 eV

Element x y z (Å)
C  1.23603  1.64320  -1.17827
C  1.26274  0.41946  -0.24815
N  0.02796  0.34635  0.53017
Si  -2.53492  -2.57511  1.78989
H  2.10667  1.50344  -1.84231
H  0.37663  1.47045  -1.83598
H  1.09745  2.54426  -0.71711
H  1.22259  -0.51264  -0.81467
H  2.12533  0.13485  0.33303
H  0.07056  0.35663  1.52998
H  -0.57182  -0.44774  0.28995
H  -2.90028  -3.31370  0.58822
H  -3.51895  -1.56946  1.57525

Population analysis type natural (NBO), resulting atomic charges in e: C -0.604; C -0.226; N -0.862; Si 0.576; H 0.202; H 0.206; H 0.210; H 0.178; H 0.189; H 0.364; H 0.345; H -0.287; H -0.291

=====

Entry 4:
# C32H30ClF12GeNO4ReSe

A structure of composition C32H30ClF12GeNO4ReSe (the ωB97M-V functional and the def2-TZVPD basis, OMol25).

Properties
Total charge: +3
Energy relative to the best compared isomer or geometry (same formula, charge and spin): 0.286 eV

Element x y z (Å)
Re  0.57863  0.14983  -0.70306
C  -5.87495  -2.96834  -1.01794
C  -4.65378  -2.09149  -1.08190
C  -4.61787  -0.95184  -1.87696
C  -3.46818  -0.19513  -1.96532
C  -2.33786  -0.56070  -1.24926
N  -1.15025  0.15966  -1.37336
C  -0.86939  1.27234  -2.22489
C  -0.86788  1.05421  -3.62426
C  -0.72574  2.10334  -4.48133
C  -0.58529  3.41109  -3.98188
C  -0.44763  4.56937  -4.92076
C  -0.53357  3.61291  -2.60089
C  -0.64092  2.57353  -1.69214
C  -0.46500  2.84305  -0.17934
O  -0.13186  1.67867  0.55247
C  0.74457  3.80283  0.08424
F  1.02109  3.83128  1.39320
F  1.81945  3.31073  -0.54389
F  0.53831  5.05061  -0.31021
C  -1.78533  3.45578  0.35349
F  -1.67069  3.80491  1.64692
F  -2.75020  2.52813  0.26404
F  -2.15068  4.52246  -0.32781
C  -2.36024  -1.66360  -0.38466
C  -3.51652  -2.41670  -0.33206
C  -1.10248  -2.02538  0.41309
O  -0.29734  -0.89505  0.67923
C  -0.27637  -3.13546  -0.33804
F  -0.46207  -3.01925  -1.65815
F  -0.61845  -4.36119  0.02486
F  1.03344  -2.97671  -0.10075
C  -1.43067  -2.48230  1.87536
F  -2.16193  -3.56940  2.00151
F  -2.09750  -1.47048  2.49217
F  -0.29155  -2.66451  2.54695
H  -6.61394  -2.69196  -1.76668
H  -5.60492  -4.01602  -1.16173
H  -6.34546  -2.89758  -0.03318
H  -5.49431  -0.66399  -2.44400
H  -3.44265  0.68636  -2.59711
H  -1.01938  0.04390  -3.99112
H  -0.73846  1.93364  -5.55208
H  -1.03737  4.42108  -5.82471
H  -0.73380  5.50942  -4.45194
H  0.59787  4.65968  -5.23249
H  -0.40210  4.62447  -2.25099
H  -3.56316  -3.30224  0.28303
Cl  6.92875  -3.59578  -0.67946
C  5.56821  -2.57453  -0.48826
C  5.44678  -1.77877  0.65413
C  4.36280  -0.93429  0.83090
C  3.37836  -0.89478  -0.12167
O  2.31114  -0.04785  0.01568
C  3.48261  -1.68793  -1.26338
C  2.47583  -1.65301  -2.24978
O  1.36149  -1.06755  -2.13837
C  4.59734  -2.52240  -1.45056
H  6.22566  -1.82540  1.40548
H  4.28577  -0.29629  1.70324
H  2.64984  -2.16272  -3.19636
H  4.68438  -3.13190  -2.34390
C  1.29148  2.47080  6.70918
Ge  0.45827  0.95592  5.90184
C  1.57390  -0.37734  5.09285
C  -1.23926  0.40830  6.58083
C  -0.10470  2.28880  3.84873
Se  -0.59453  1.00803  2.74717
C  -2.50492  1.11436  2.93964
H  1.68971  2.11892  7.66626
H  0.56074  3.25287  6.90365
H  2.11187  2.85426  6.10577
H  2.17612  -0.83224  5.88329
H  2.24800  0.07453  4.36420
H  0.97216  -1.15272  4.62073
H  -1.03680  -0.01784  7.56885
H  -1.70050  -0.36146  5.96428
H  -1.90691  1.25827  6.71064
H  0.94476  2.58109  3.82662
H  -0.82242  3.03764  4.17051
H  -2.73663  0.56549  3.85545
H  -2.94427  0.60217  2.08722
H  -2.81570  2.14935  2.99962

Population analysis type Löwdin, resulting atomic charges in e: Re 1.825; C -0.011; C -0.205; C 0.015; C 0.031; C -0.179; N -0.090; C -0.254; C 0.028; C 0.027; C -0.172; C 0.003; C 0.053; C -0.052; C -0.263; O -0.393; C -0.561; F 0.165; F 0.176; F 0.203; C -0.555; F 0.153; F 0.176; F 0.225; C -0.061; C 0.055; C -0.231; O -0.311; C -0.541; F 0.175; F 0.217; F 0.164; C -0.548; F 0.210; F 0.090; F 0.180; H 0.091; H 0.100; H 0.103; H 0.135; H 0.132; H 0.147; H 0.144; H 0.103; H 0.099; H 0.116; H 0.134; H 0.137; Cl 0.788; C -0.639; C -0.016; C 0.032; C -0.256; O -0.201; C -0.136; C -0.065; O -0.129; C -0.001; H 0.131; H 0.133; H 0.168; H 0.140; C -0.186; Ge 0.968; C -0.207; C -0.193; C -0.374; Se 1.377; C -0.219; H 0.061; H 0.051; H 0.047; H 0.055; H 0.035; H 0.023; H 0.059; H 0.032; H 0.049; H 0.046; H 0.066; H 0.060; H 0.053; H 0.059

=====

Entry 5:
# CH5FSi

An isolated molecule of CH5FSi (the ωB97M-V functional and the def2-TZVPD basis, OMol25).

Properties
Energy relative to the best compared isomer or geometry (same formula, charge and spin): 0.517 eV

Element x y z (Å)
F  1.65050  -0.84377  -0.55683
C  0.86888  -0.02473  0.34130
Si  -0.96505  -0.00920  -0.19895
H  1.15602  -0.32122  1.23691
H  1.20104  1.19945  0.22207
H  -1.68090  -0.88844  0.58341
H  -0.94042  -0.54088  -1.54278
H  -1.29007  1.42879  -0.08513

Population analysis type natural (NBO), resulting atomic charges in e: F -0.393; C -0.311; Si 0.849; H 0.175; H 0.164; H -0.180; H -0.147; H -0.158

=====

Entry 6:
# C5H5ClO2

An isolated molecule of C5H5ClO2 (the ωB97M-V functional and the def2-TZVPD basis, OMol25).

Properties
Energy relative to the best compared isomer or geometry (same formula, charge and spin): 2.581 eV

Element x y z (Å)
O  -0.87791  -1.59275  -0.82903
C  -0.83800  -0.47080  -0.10446
C  -0.46409  0.78727  -0.80410
C  0.75151  1.07608  -0.41965
Cl  1.78125  2.48484  -0.77857
C  1.21441  0.26998  0.74728
O  0.20864  0.32422  1.74053
C  0.20271  -0.72942  0.91266
H  -1.57160  -1.64572  -1.59997
H  -1.79310  -0.20506  0.43265
H  -1.22785  1.23523  -1.57458
H  2.29979  0.21784  0.94727
H  0.31424  -1.75171  1.32994

Population analysis type natural (NBO), resulting atomic charges in e: O -0.707; C 0.052; C -0.223; C -0.002; Cl -0.023; C -0.013; O -0.456; C 0.061; H 0.484; H 0.159; H 0.238; H 0.222; H 0.207

=====

> What is the formula in the first record?

C10H7EuN2O5